Entry 1:
A cluster of 2 separate species, C19H27N5O2 in total. Source: the OMol25 dataset; level of theory: ωB97M-V/def2-TZVPD.

Bonds (Å) are listed after each position.
Element x y z (Å)
1 O 3.3024 0.4805 -1.4646  C4 1.228
2 O 3.6927 -3.0413 -2.9698  C5 1.230
3 N -4.0707 0.5470 1.9437  C6 1.309, N16 1.368
4 C 2.6276 0.3833 -2.4859  O1 1.228, N18 1.345, C19 1.518
5 C 3.2266 -2.6097 -1.9161  O2 1.230, N17 1.340, C26 1.537
6 C -5.1905 1.0225 2.4277  N3 1.309, C7 1.443, C20 1.497
7 C -4.9582 2.2670 3.1192  C6 1.443, C8 1.361, H27 1.084
8 C -3.6184 2.4933 3.0433  C7 1.361, N16 1.399, C21 1.505
9 C 0.0194 0.5492 0.4761  C11 1.402, C13 1.394, H28 1.083
10 C 0.5919 0.9872 2.7747  C12 1.401, C13 1.394, H29 1.085
11 C -1.3285 0.8058 0.7616  C9 1.402, C14 1.404, H30 1.086
12 C -0.7517 1.2659 3.0585  C10 1.401, C14 1.405, H31 1.085
13 C 0.9792 0.6316 1.4836  C9 1.394, C10 1.394, N15 1.384
14 C -1.7292 1.1809 2.0535  C11 1.404, C12 1.405, N16 1.404
15 N 2.3091 0.3625 1.2109  C13 1.384, H32 1.028, H33 1.017
16 N -3.0856 1.4147 2.3298  N3 1.368, C8 1.399, C14 1.404
17 N 3.8505 -2.7322 -0.7367  C5 1.340, C22 1.464, H34 1.010
18 N 1.8704 -0.6978 -2.7431  C4 1.345, C23 1.453, C26 1.464
19 C 2.6347 1.5357 -3.4741  C4 1.518, H35 1.088, H36 1.089, H37 1.089
20 C -6.5234 0.3563 2.2834  C6 1.497, H38 1.094, H39 1.094, H40 1.093
21 C -2.9135 3.7128 3.5730  C8 1.505, H41 1.094, H42 1.093, H43 1.094
22 C 5.1697 -3.3370 -0.5456  N17 1.464, H44 1.093, H45 1.091, H46 1.091
23 C 0.8591 -0.8061 -3.7810  N18 1.453, C24 1.526, H47 1.091, H48 1.091
24 C -0.1459 -1.8204 -3.2428  C23 1.526, C25 1.529, H49 1.091, H50 1.091
25 C 0.7393 -2.7879 -2.4564  C24 1.529, C26 1.537, H51 1.091, H52 1.091
26 C 1.8645 -1.8981 -1.9044  C5 1.537, N18 1.464, C25 1.537, H53 1.090
27 H -5.7085 2.8943 3.5870  C7 1.084
28 H 0.3119 0.2759 -0.5300  C9 1.083
29 H 1.3317 1.0419 3.5658  C10 1.085
30 H -2.0781 0.7173 -0.0195  C11 1.086
31 H -1.0407 1.5183 4.0731  C12 1.085
32 H 2.6102 0.4427 0.2307  N15 1.028
33 H 2.9856 0.6594 1.9093  N15 1.017
34 H 3.4071 -2.3094 0.0658  N17 1.010
35 H 1.6815 2.0581 -3.4295  C19 1.088
36 H 2.8064 1.1519 -4.4785  C19 1.089
37 H 3.4394 2.2213 -3.2116  C19 1.089
38 H -6.9226 0.1026 3.2694  C20 1.094
39 H -6.4294 -0.5600 1.6935  C20 1.094
40 H -7.2259 1.0283 1.7830  C20 1.093
41 H -3.6400 4.4576 3.9117  C21 1.094
42 H -2.2724 3.4492 4.4182  C21 1.093
43 H -2.2967 4.1611 2.7887  C21 1.094
44 H 5.5975 -3.6390 -1.5046  C22 1.093
45 H 5.0874 -4.2163 0.0943  C22 1.091
46 H 5.8419 -2.6146 -0.0803  C22 1.091
47 H 1.3174 -1.1831 -4.6970  C23 1.091
48 H 0.3601 0.1453 -3.9686  C23 1.091
49 H -0.8413 -1.3232 -2.5642  C24 1.091
50 H -0.6839 -2.3238 -4.0475  C24 1.091
51 H 1.1406 -3.5365 -3.1416  C25 1.091
52 H 0.1852 -3.2746 -1.6531  C25 1.091
53 H 1.6145 -1.6104 -0.8831  C26 1.090

Summary:
2S+1: 1
Energy above the lowest of the compared OMol25 structures with the same formula, charge and spin: 46.7 kJ/mol
E_HOMO: -7.54 eV
Orbital gap: 8.3 eV
Structure (SMILES): CNC(=O)[C@@H]1CCCN1C(C)=O.Cc1cc(C)n(-c2ccc(N)cc2)n1
Molar mass: 357.46 g mol⁻¹

Entry 2:
The molecule C5H6O3. Source: the OMol25 dataset; level of theory: ωB97M-V/def2-TZVPD.

Bonds (Å) are listed after each position.
Element x y z (Å)
1 C -1.6673 0.9448 -0.1770  C2 1.475, H6 1.173, H7 1.122, H8 1.154
2 C -0.3010 0.4519 0.0798  C1 1.475, C3 1.395, C5 1.506
3 C 0.3111 -0.2026 -0.9899  C2 1.395, C4 1.447, H9 1.072
4 C 1.4851 -1.0446 -1.0736  C3 1.447, H10 1.212, O12 1.277
5 C 0.1984 0.5071 1.4997  C2 1.506, O13 1.400, O14 1.234
6 H -2.1800 0.6038 -1.1750  C1 1.173
7 H -1.6995 2.0632 -0.0974  C1 1.122
8 H -2.4434 0.5294 0.5698  C1 1.154
9 H -0.2976 -0.3501 -1.8602  C3 1.072
10 H 1.7009 -1.7656 -2.0240  C4 1.212
11 H 1.7261 -0.8773 1.1010  O13 1.039
12 O 2.2392 -1.5560 -0.1788  C4 1.277
13 O 1.3024 -0.2828 1.8405  C5 1.400, H11 1.039
14 O -0.3742 0.9788 2.4851  C5 1.234

Summary:
2S+1: 1
Energy above the lowest of the compared OMol25 structures with the same formula, charge and spin: 166.4 kJ/mol
E_HOMO: -10.48 eV
Orbital gap: 8.7 eV
Structure (SMILES): C/C(=C/C=O)C(=O)O
Molar mass: 114.10 g mol⁻¹

Entry 3:
A cluster of 2 separate species, C3H6N2O in total. Source: the OMol25 dataset; level of theory: ωB97M-V/def2-TZVPD.

Bonds (Å) are listed after each position.
Element x y z (Å)
1 C 1.8389 0.0004 0.1042  C2 1.361, N5 1.374, H6 1.075
2 C 2.7676 -0.5074 -0.7513  C1 1.361, N3 1.376, H7 1.070
3 N 2.0801 -1.4209 -1.5175  C2 1.376, C4 1.362, H8 1.005
4 C 0.7606 -1.2893 -1.2073  N3 1.362, N5 1.306, H9 1.084
5 N 0.5948 -0.5148 -0.1691  C1 1.374, C4 1.306
6 H 1.9698 0.8224 0.7847  C1 1.075
7 H 3.8256 -0.3938 -0.8590  C2 1.070
8 H 2.4089 -1.8167 -2.3802  N3 1.005
9 H 0.0198 -1.9701 -1.6105  C4 1.084
10 H -5.7747 2.7726 1.9235  O12 0.956
11 H -5.4079 1.8348 3.1652  O12 0.972
12 O -5.0835 2.4828 2.5173  H10 0.956, H11 0.972

Summary:
2S+1: 1
Energy above the lowest of the compared OMol25 structures with the same formula, charge and spin: 106.5 kJ/mol
E_HOMO: -8.93 eV
Orbital gap: 9.9 eV
Structure (SMILES): c1c[nH]cn1.O
Molar mass: 86.09 g mol⁻¹

Entry 4:
A cluster of 2 separate species, C2H6O2S in total. Source: the OMol25 dataset; level of theory: ωB97M-V/def2-TZVPD.

Bonds (Å) are listed after each position.
Element x y z (Å)
1 C -1.0442 -0.1294 0.9261  C2 1.491, H6 1.115, H7 1.040, H8 1.171
2 C -0.4127 0.1414 -0.3976  C1 1.491, S5 1.839, H9 1.089, H10 1.146
3 O 1.9629 1.4294 -0.1373  S5 1.433
4 O 1.7448 -0.9362 0.5776  S5 1.409
5 S 1.4234 0.1122 -0.3065  C2 1.839, O3 1.433, O4 1.409
6 H -0.7039 -1.0549 1.4463  C1 1.115
7 H -1.0253 0.7652 1.4565  C1 1.040
8 H -2.1729 -0.3233 0.6839  C1 1.171
9 H -0.7633 1.1152 -0.7373  C2 1.089
10 H -0.4984 -0.6362 -1.2355  C2 1.146
11 H 1.4894 -0.4834 -2.2762  no bonds

Summary:
2S+1: 1
Energy above the lowest of the compared OMol25 structures with the same formula, charge and spin: 340.1 kJ/mol
E_HOMO: -10.12 eV
Orbital gap: 9.2 eV
Molar mass: 94.13 g mol⁻¹

Entry 5:
A cluster of 2 separate species, C6H13NO in total. Source: the OMol25 dataset; level of theory: ωB97M-V/def2-TZVPD.

Bonds (Å) are listed after each position.
Element x y z (Å)
1 C -1.2972 0.0748 -2.5431  C2 1.511, H8 1.095, H9 1.098, H10 1.099
2 C -1.1722 -0.9430 -1.4336  C1 1.511, C3 1.334, H11 1.090
3 C -0.9384 -0.5412 -0.1834  C2 1.334, N4 1.455, H12 1.073
4 N -0.5698 -1.6057 0.7377  C3 1.455, C5 1.449, H13 1.013
5 C -0.1691 -1.1509 2.0535  N4 1.449, C7 1.537, H14 1.105, H15 1.094
6 C 0.8828 1.0115 2.6132  C7 1.318, H16 1.093, H17 1.098
7 C 1.0426 -0.2093 2.1437  C5 1.537, C6 1.318, H18 1.083
8 H -2.0941 -0.0830 -3.2778  C1 1.095
9 H -1.2998 1.1086 -2.1732  C1 1.098
10 H -0.3255 0.0360 -3.0561  C1 1.099
11 H -1.3566 -1.9868 -1.6863  C2 1.090
12 H -0.6993 0.4776 0.0517  C3 1.073
13 H 0.2078 -2.1539 0.3913  N4 1.013
14 H 0.0664 -1.9975 2.7234  C5 1.105
15 H -0.9771 -0.6331 2.5784  C5 1.094
16 H 0.0369 1.3933 3.1903  C6 1.093
17 H 1.6314 1.8148 2.6232  C6 1.098
18 H 1.8674 -0.5328 1.5210  C7 1.083
19 H 1.9270 2.4104 -1.5195  O21 0.964
20 H 1.4248 1.9404 -2.7771  O21 0.963
21 O 1.8120 1.5696 -1.9773  H19 0.964, H20 0.963

Summary:
2S+1: 1
Energy above the lowest of the compared OMol25 structures with the same formula, charge and spin: 282.2 kJ/mol
E_HOMO: -8.05 eV
Orbital gap: 8.8 eV
Structure (SMILES): C=CCN/C=C/C.O
Molar mass: 115.18 g mol⁻¹